Below is a 3-piece molecular cluster, C18H23NO7S2 overall in a non-equilibrium geometry, with properties calculated with wB97M-V/def2-TZVPD.

**Lowest unoccupied orbital energy**: -0.0229 Ha
**Orbital gap**: 8.45 eV
**SMILES**: O=CCc1ccc2c(c1)C(=O)NC2=O.O=S1(=O)CCCC1.O=S1(=O)CCCC1
**Highest occupied orbital energy**: -9.1 eV
**Net charge**: 0
**Relative energy (zero: lowest compared OMol25 entry of this formula, charge and spin)**: 134.24 kcal/mol

```
51
Properties=species:S:1:pos:R:3:forces:R:3
S 4.245 -1.671 -1.395 0.196 0.130 0.351
S -4.332 -0.112 3.157 -0.095 -0.169 0.167
O 3.891 -1.347 -0.031 -0.287 -0.309 -0.323
O -2.987 0.267 2.787 -0.094 -0.256 0.265
O -0.169 4.333 -2.515 0.603 -2.830 3.930
O 3.408 -2.499 -2.234 -0.076 0.034 0.289
O -1.906 3.253 1.512 4.011 -0.732 -3.941
O -4.602 -1.130 4.147 0.403 0.169 -0.160
O -2.106 -2.533 0.973 4.075 -0.836 0.111
N -0.175 4.039 -0.076 -0.346 0.384 -0.046
C -0.479 0.211 0.612 1.826 1.355 -4.001
C 0.221 -0.871 -0.292 -0.427 2.659 -1.095
C -1.021 3.035 0.643 -1.528 -1.243 1.587
C 6.131 -0.184 -2.538 0.217 0.117 -0.006
C 4.623 -0.162 -2.280 0.098 0.537 -0.282
C 0.317 -2.383 0.206 0.705 0.738 0.408
C -5.251 -0.479 1.667 -0.298 -0.127 -0.535
C -5.236 1.365 3.588 -0.196 0.474 0.053
C -6.343 0.588 1.565 -0.231 0.046 -0.027
C -5.825 1.844 2.268 0.034 0.124 -0.175
C -0.058 3.605 -1.512 -0.234 -0.368 -1.515
C -0.469 1.662 0.042 0.872 -2.287 -1.525
C -0.908 -2.871 1.104 -2.446 0.394 -0.259
C 0.172 2.034 -1.337 -0.296 -2.981 0.599
C 6.563 -1.650 -2.609 0.043 -0.008 -0.182
C 0.830 0.967 -2.243 -1.866 -0.886 3.871
C 5.901 -2.333 -1.419 0.446 -0.212 -0.109
C 0.845 -0.505 -1.688 -1.516 2.682 1.780
H -6.023 1.081 4.291 0.119 -0.062 -0.030
H 6.387 -2.051 -0.483 -0.135 -0.018 -0.032
H 4.057 -0.167 -3.213 -0.029 -0.097 0.137
H -4.566 2.091 4.048 0.073 -0.187 0.004
H 6.382 0.355 -3.454 -0.044 -0.031 0.106
H 1.317 -1.341 -2.312 -0.789 1.422 1.115
H 4.331 0.696 -1.673 -0.170 -0.201 -0.014
H -0.957 -0.019 1.619 0.655 0.326 -1.631
H 1.260 -2.447 0.878 -1.461 0.064 -1.024
H 7.649 -1.755 -2.578 -0.106 -0.017 -0.005
H 1.268 1.266 -3.247 -0.667 -0.603 1.531
H -6.619 2.577 2.426 0.088 -0.049 -0.001
H -5.673 -1.482 1.741 0.254 0.039 0.073
H -5.046 2.314 1.659 -0.031 -0.004 0.108
H -7.250 0.236 2.067 0.079 0.031 -0.034
H -4.561 -0.427 0.823 0.068 -0.043 0.184
H 0.761 3.729 0.266 -0.618 0.796 -0.061
H 6.653 0.310 -1.713 -0.054 -0.052 -0.069
H 6.206 -2.096 -3.543 0.045 -0.012 0.091
H 5.866 -3.419 -1.511 -0.167 0.077 0.092
H 0.542 -3.097 -0.676 -0.663 1.103 1.395
H -0.659 -3.611 1.962 -0.067 0.967 -1.268
H -6.603 0.786 0.522 0.027 -0.047 0.099
```
Forces are in eV/Å.